The following is a quantum chemistry calculation of a cluster of 10 separate species, C82H192B3F12N3O6P4 in total, from the Open Molecules 2025 dataset.

Each atom is followed by the atoms it is bonded to, with distances in Å.
Positions of all 302 atoms, in Å:
1 C -32.33 15.32 22.85  C2 1.526, H18 1.090, H19 1.090, H20 1.090
2 C -32.44 13.84 22.51  C1 1.526, C3 1.556, H21 1.090, H22 1.090
3 C -33.56 13.04 23.22  C2 1.556, C4 1.554, H23 1.090, H24 1.090
4 C -33.88 11.60 22.72  C3 1.554, P5 1.818, H25 1.090, H26 1.090
5 P -35.45 11.07 21.97  C4 1.818, C6 1.844, C10 1.824, C14 1.827
6 C -36.50 12.43 21.32  P5 1.844, C7 1.543, H27 1.090, H28 1.090
7 C -35.82 13.50 20.44  C6 1.543, C8 1.565, H29 1.090, H30 1.090
8 C -36.57 14.87 20.50  C7 1.565, C9 1.600, H31 1.090, H32 1.090
9 C -35.84 15.89 19.50  C8 1.600, H33 1.090, H34 1.090, H35 1.090
10 C -35.14 9.97 20.54  P5 1.824, C11 1.549, H36 1.090, H37 1.090
11 C -34.21 8.78 20.88  C10 1.549, C12 1.561, H38 1.090, H39 1.090
12 C -34.35 7.59 19.88  C11 1.561, C13 1.481, H40 1.090, H41 1.090
13 C -34.24 7.90 18.43  C12 1.481, H42 1.090, H43 1.090, H44 1.090
14 C -36.51 10.27 23.22  P5 1.827, C15 1.539, H45 1.090, H46 1.090
15 C -36.66 11.12 24.50  C14 1.539, C16 1.608, H47 1.090, H48 1.090
16 C -37.25 10.34 25.78  C15 1.608, C17 1.494, H49 1.090, H50 1.090
17 C -36.46 9.10 26.02  C16 1.494, H51 1.090, H52 1.090, H53 1.090
18 H -33.28 15.76 23.14  C1 1.090
19 H -31.95 15.74 21.92  C1 1.090
20 H -31.57 15.53 23.61  C1 1.090
21 H -31.50 13.31 22.64  C2 1.090
22 H -32.67 13.83 21.44  C2 1.090
23 H -34.50 13.56 23.05  C3 1.090
24 H -33.38 12.99 24.30  C3 1.090
25 H -33.61 10.86 23.47  C4 1.090
26 H -33.25 11.50 21.85  C4 1.090
27 H -36.85 12.81 22.28  C6 1.090
28 H -37.35 12.03 20.77  C6 1.090
29 H -35.59 13.26 19.40  C7 1.090
30 H -34.89 13.76 20.95  C7 1.090
31 H -36.61 15.28 21.50  C8 1.090
32 H -37.60 14.67 20.18  C8 1.090
33 H -35.73 15.44 18.51  C9 1.090
34 H -34.84 16.05 19.91  C9 1.090
35 H -36.32 16.81 19.18  C9 1.090
36 H -34.68 10.56 19.75  C10 1.090
37 H -36.13 9.69 20.19  C10 1.090
38 H -34.33 8.42 21.90  C11 1.090
39 H -33.15 9.02 20.86  C11 1.090
40 H -35.30 7.06 19.97  C12 1.090
41 H -33.70 6.78 20.19  C12 1.090
42 H -35.04 8.63 18.26  C13 1.090
43 H -34.31 7.00 17.83  C13 1.090
44 H -33.32 8.47 18.27  C13 1.090
45 H -36.01 9.32 23.40  C14 1.090
46 H -37.45 10.13 22.68  C14 1.090
47 H -37.35 11.94 24.31  C15 1.090
48 H -35.67 11.46 24.79  C15 1.090
49 H -38.31 10.12 25.67  C16 1.090
50 H -37.15 10.97 26.67  C16 1.090
51 H -36.72 8.58 26.94  C17 1.090
52 H -35.38 9.24 26.12  C17 1.090
53 H -36.56 8.36 25.23  C17 1.090
54 C -20.06 15.66 15.59  C55 1.521, H71 1.090, H72 1.090, H73 1.090
55 C -21.30 15.98 16.40  C54 1.521, C56 1.529, H74 1.090, H75 1.090
56 C -21.98 14.74 16.99  C55 1.529, C57 1.518, H76 1.090, H77 1.090
57 C -22.47 13.69 16.00  C56 1.518, P58 1.833, H78 1.090, H79 1.090
58 P -22.96 12.10 16.77  C57 1.833, C59 1.850, C63 1.873, C67 1.813
59 C -23.38 10.88 15.45  P58 1.850, C60 1.517, H80 1.090, H81 1.090
60 C -22.54 10.67 14.20  C59 1.517, C61 1.547, H82 1.090, H83 1.090
61 C -23.36 10.32 12.93  C60 1.547, C62 1.577, H84 1.090, H85 1.090
62 C -22.53 10.20 11.59  C61 1.577, H86 1.090, H87 1.090, H88 1.090
63 C -21.43 11.46 17.63  P58 1.873, C64 1.589, H89 1.090, H90 1.090
64 C -21.28 11.95 19.13  C63 1.589, C65 1.570, H91 1.090, H92 1.090
65 C -20.49 10.97 20.06  C64 1.570, C66 1.603, H93 1.090, H94 1.090
66 C -18.91 11.26 20.05  C65 1.603, H95 1.090, H96 1.090, H97 1.090
67 C -24.33 12.53 17.88  P58 1.813, C68 1.600, H98 1.090, H99 1.090
68 C -25.72 12.77 17.12  C67 1.600, C69 1.491, H100 1.090, H101 1.090
69 C -26.89 13.11 17.99  C68 1.491, C70 1.572, H102 1.090, H103 1.090
70 C -27.06 12.26 19.30  C69 1.572, H104 1.090, H105 1.090, H106 1.090
71 H -20.33 15.29 14.60  C54 1.090
72 H -19.30 15.02 16.04  C54 1.090
73 H -19.63 16.66 15.51  C54 1.090
74 H -22.05 16.56 15.87  C55 1.090
75 H -21.00 16.52 17.29  C55 1.090
76 H -22.80 15.04 17.64  C56 1.090
77 H -21.24 14.46 17.74  C56 1.090
78 H -21.63 13.35 15.40  C57 1.090
79 H -23.31 14.01 15.38  C57 1.090
80 H -24.40 11.18 15.22  C59 1.090
81 H -23.41 9.92 15.97  C59 1.090
82 H -21.91 9.79 14.28  C60 1.090
83 H -21.91 11.55 14.05  C60 1.090
84 H -24.18 11.03 12.84  C61 1.090
85 H -23.81 9.34 13.11  C61 1.090
86 H -21.59 9.69 11.82  C62 1.090
87 H -22.26 11.20 11.26  C62 1.090
88 H -23.04 9.63 10.82  C62 1.090
89 H -20.64 11.79 16.95  C63 1.090
90 H -21.52 10.38 17.69  C63 1.090
91 H -22.26 12.04 19.60  C64 1.090
92 H -20.87 12.96 19.17  C64 1.090
93 H -20.68 9.92 19.82  C65 1.090
94 H -20.79 11.17 21.09  C65 1.090
95 H -18.42 11.51 19.11  C66 1.090
96 H -18.35 10.41 20.43  C66 1.090
97 H -18.70 12.14 20.67  C66 1.090
98 H -24.05 13.36 18.53  C67 1.090
99 H -24.45 11.72 18.59  C67 1.090
100 H -25.90 11.81 16.63  C68 1.090
101 H -25.63 13.46 16.29  C68 1.090
102 H -27.81 13.26 17.41  C69 1.090
103 H -26.68 14.11 18.38  C69 1.090
104 H -26.16 12.38 19.90  C70 1.090
105 H -27.14 11.20 19.07  C70 1.090
106 H -27.96 12.55 19.84  C70 1.090
107 C -30.98 19.79 24.84  C108 1.615, H124 1.090, H125 1.090, H126 1.090
108 C -31.29 18.43 25.66  C107 1.615, C109 1.546, H127 1.090, H128 1.090
109 C -30.47 18.55 26.96  C108 1.546, C110 1.639, H129 1.090, H130 1.090
110 C -31.05 17.40 27.98  C109 1.639, P111 1.881, H131 1.090, H132 1.090
111 P -30.43 17.46 29.75  C110 1.881, C112 1.848, C116 1.883, C120 1.841
112 C -30.14 15.80 30.51  P111 1.848, C113 1.518, H133 1.090, H134 1.090
113 C -29.64 14.75 29.53  C112 1.518, C114 1.546, H135 1.090, H136 1.090
114 C -28.55 13.80 30.08  C113 1.546, C115 1.534, H137 1.090, H138 1.090
115 C -28.33 12.54 29.23  C114 1.534, H139 1.090, H140 1.090, H141 1.090
116 C -28.69 18.16 29.63  P111 1.883, C117 1.491, H142 1.090, H143 1.090
117 C -27.61 17.41 28.92  C116 1.491, C118 1.570, H144 1.090, H145 1.090
118 C -26.32 18.30 28.93  C117 1.570, C119 1.584, H146 1.090, H147 1.090
119 C -25.08 17.58 28.25  C118 1.584, H148 1.090, H149 1.090, H150 1.090
120 C -31.45 18.58 30.80  P111 1.841, C121 1.573, H151 1.090, H152 1.090
121 C -32.05 19.87 30.12  C120 1.573, C122 1.541, H153 1.090, H154 1.090
122 C -31.06 21.01 29.84  C121 1.541, C123 1.512, H155 1.090, H156 1.090
123 C -30.45 21.61 31.08  C122 1.512, H157 1.090, H158 1.090, H159 1.090
124 H -29.91 20.01 24.81  C107 1.090
125 H -31.48 20.61 25.35  C107 1.090
126 H -31.35 19.85 23.82  C107 1.090
127 H -30.96 17.58 25.05  C108 1.090
128 H -32.34 18.39 25.93  C108 1.090
129 H -30.48 19.56 27.36  C109 1.090
130 H -29.43 18.25 26.82  C109 1.090
131 H -30.79 16.43 27.57  C110 1.090
132 H -32.12 17.41 28.22  C110 1.090
133 H -31.05 15.55 31.05  C112 1.090
134 H -29.53 16.05 31.38  C112 1.090
135 H -29.11 15.05 28.63  C113 1.090
136 H -30.58 14.27 29.27  C113 1.090
137 H -28.94 13.43 31.02  C114 1.090
138 H -27.57 14.18 30.37  C114 1.090
139 H -29.25 11.98 29.10  C115 1.090
140 H -27.68 11.91 29.84  C115 1.090
141 H -27.77 12.71 28.31  C115 1.090
142 H -28.32 18.30 30.65  C116 1.090
143 H -28.79 19.10 29.10  C116 1.090
144 H -27.86 17.19 27.88  C117 1.090
145 H -27.37 16.45 29.39  C117 1.090
146 H -26.15 18.58 29.97  C118 1.090
147 H -26.54 19.21 28.37  C118 1.090
148 H -24.13 18.11 28.38  C119 1.090
149 H -25.52 17.53 27.25  C119 1.090
150 H -24.90 16.55 28.54  C119 1.090
151 H -30.92 18.90 31.69  C120 1.090
152 H -32.19 17.93 31.27  C120 1.090
153 H -32.77 20.29 30.81  C121 1.090
154 H -32.73 19.70 29.28  C121 1.090
155 H -31.55 21.78 29.23  C122 1.090
156 H -30.30 20.54 29.21  C122 1.090
157 H -29.69 20.97 31.54  C123 1.090
158 H -31.22 21.79 31.83  C123 1.090
159 H -29.98 22.57 30.83  C123 1.090
160 C -30.17 5.43 16.98  C161 1.468, H177 1.090, H178 1.090, H179 1.090
161 C -30.91 5.24 18.23  C160 1.468, C162 1.511, H180 1.090, H181 1.090
162 C -30.34 4.28 19.25  C161 1.511, C163 1.590, H182 1.090, H183 1.090
163 C -31.08 4.41 20.65  C162 1.590, P164 1.762, H184 1.090, H185 1.090
164 P -30.26 3.47 21.90  C163 1.762, C165 1.903, C169 1.863, C173 1.831
165 C -29.94 1.68 21.34  P164 1.903, C166 1.603, H186 1.090, H187 1.090
166 C -28.61 1.60 20.46  C165 1.603, C167 1.529, H188 1.090, H189 1.090
167 C -28.50 0.24 19.76  C166 1.529, C168 1.564, H190 1.090, H191 1.090
168 C -29.69 -0.42 18.99  C167 1.564, H192 1.090, H193 1.090, H194 1.090
169 C -28.56 4.12 22.32  P164 1.863, C170 1.540, H195 1.090, H196 1.090
170 C -28.49 5.51 22.97  C169 1.540, C171 1.580, H197 1.090, H198 1.090
171 C -27.17 6.00 23.69  C170 1.580, C172 1.571, H199 1.090, H200 1.090
172 C -27.24 7.33 24.53  C171 1.571, H201 1.090, H202 1.090, H203 1.090
173 C -31.22 3.61 23.46  P164 1.831, C174 1.563, H204 1.090, H205 1.090
174 C -30.61 2.78 24.63  C173 1.563, C175 1.522, H206 1.090, H207 1.090
175 C -31.37 2.77 25.94  C174 1.522, C176 1.558, H208 1.090, H209 1.090
176 C -31.71 4.20 26.46  C175 1.558, H210 1.090, H211 1.090, H212 1.090
177 H -29.14 5.68 17.24  C160 1.090
178 H -30.69 6.19 16.39  C160 1.090
179 H -30.09 4.52 16.38  C160 1.090
180 H -31.89 4.79 18.03  C161 1.090
181 H -31.08 6.16 18.78  C161 1.090
182 H -29.28 4.51 19.37  C162 1.090
183 H -30.30 3.24 18.93  C162 1.090
184 H -32.16 4.26 20.64  C163 1.090
185 H -30.96 5.41 21.06  C163 1.090
186 H -30.79 1.32 20.76  C165 1.090
187 H -29.68 1.07 22.21  C165 1.090
188 H -27.65 1.75 20.96  C166 1.090
189 H -28.54 2.33 19.66  C166 1.090
190 H -28.23 -0.46 20.55  C167 1.090
191 H -27.75 0.37 18.98  C167 1.090
192 H -30.44 -0.72 19.71  C168 1.090
193 H -29.46 -1.33 18.44  C168 1.090
194 H -30.04 0.28 18.23  C168 1.090
195 H -28.00 4.09 21.38  C169 1.090
196 H -28.00 3.38 22.89  C169 1.090
197 H -29.28 5.60 23.72  C170 1.090
198 H -28.74 6.26 22.22  C170 1.090
199 H -26.49 6.13 22.85  C171 1.090
200 H -26.88 5.20 24.38  C171 1.090
201 H -28.03 7.27 25.28  C172 1.090
202 H -27.58 8.13 23.86  C172 1.090
203 H -26.33 7.57 25.07  C172 1.090
204 H -32.21 3.21 23.24  C173 1.090
205 H -31.31 4.68 23.64  C173 1.090
206 H -29.67 3.29 24.86  C174 1.090
207 H -30.29 1.79 24.30  C174 1.090
208 H -30.87 2.23 26.75  C175 1.090
209 H -32.28 2.17 25.93  C175 1.090
210 H -30.86 4.81 26.75  C176 1.090
211 H -32.28 4.16 27.38  C176 1.090
212 H -32.27 4.87 25.80  C176 1.090
213 C -32.78 8.65 28.46  O214 1.397, H224 1.090, H225 1.090, H226 1.090
214 O -32.44 9.87 27.87  C213 1.397, C215 1.407
215 C -33.28 10.96 28.15  O214 1.407, C216 1.526, H227 1.090, H228 1.090
216 C -32.65 12.20 27.52  C215 1.526, N217 1.578, H229 1.090, H230 1.090
217 N -33.74 13.33 27.42  C216 1.578, H218 1.010, H219 1.010, C220 1.534
218 H -34.52 13.06 26.84  N217 1.010
219 H -34.05 13.69 28.31  N217 1.010
220 C -33.25 14.59 26.68  N217 1.534, C221 1.526, H231 1.090, H232 1.090
221 C -34.39 15.49 26.24  C220 1.526, O222 1.426, H233 1.090, H234 1.090
222 O -35.21 14.75 25.34  C221 1.426, C223 1.429
223 C -36.46 15.38 25.05  O222 1.429, H235 1.090, H236 1.090, H237 1.090
224 H -31.95 7.97 28.62  C213 1.090
225 H -33.62 8.10 28.05  C213 1.090
226 H -33.05 8.88 29.50  C213 1.090
227 H -33.41 10.98 29.23  C215 1.090
228 H -34.25 10.79 27.68  C215 1.090
229 H -32.23 11.94 26.54  C216 1.090
230 H -31.88 12.59 28.19  C216 1.090
231 H -32.61 14.18 25.90  C220 1.090
232 H -32.60 14.92 27.49  C220 1.090
233 H -33.95 16.39 25.80  C221 1.090
234 H -34.91 15.71 27.17  C221 1.090
235 H -36.99 14.94 24.20  C223 1.090
236 H -36.38 16.46 24.89  C223 1.090
237 H -36.97 15.37 26.01  C223 1.090
238 C -26.06 2.82 26.27  O239 1.425, H249 1.090, H250 1.090, H251 1.090
239 O -24.98 3.17 25.41  C238 1.425, C240 1.416
240 C -24.30 2.03 24.93  O239 1.416, C241 1.559, H252 1.090, H253 1.090
241 C -25.07 1.55 23.65  C240 1.559, N242 1.530, H254 1.090, H255 1.090
242 N -24.46 2.09 22.36  C241 1.530, H243 1.010, H244 1.010, C245 1.596
243 H -23.48 1.82 22.31  N242 1.010
244 H -24.64 1.61 21.49  N242 1.010
245 C -24.55 3.68 22.39  N242 1.596, C246 1.514, H256 1.090, H257 1.090
246 C -24.55 4.22 20.97  C245 1.514, O247 1.407, H258 1.090, H259 1.090
247 O -25.74 4.07 20.23  C246 1.407, C248 1.465
248 C -25.98 5.14 19.26  O247 1.465, H260 1.090, H261 1.090, H262 1.090
249 H -26.21 3.74 26.84  C238 1.090
250 H -26.06 2.06 27.04  C238 1.090
251 H -26.90 2.81 25.56  C238 1.090
252 H -24.31 1.16 25.59  C240 1.090
253 H -23.27 2.25 24.66  C240 1.090
254 H -26.08 1.97 23.57  C241 1.090
255 H -24.98 0.52 23.32  C241 1.090
256 H -23.93 4.28 23.06  C245 1.090
257 H -25.58 3.87 22.69  C245 1.090
258 H -23.70 3.73 20.50  C246 1.090
259 H -24.30 5.28 21.04  C246 1.090
260 H -26.89 4.93 18.71  C248 1.090
261 H -25.14 5.41 18.62  C248 1.090
262 H -26.10 6.01 19.91  C248 1.090
263 C -27.16 8.23 20.74  O264 1.400, H274 1.090, H275 1.090, H276 1.090
264 O -27.82 9.19 21.52  C263 1.400, C265 1.380
265 C -29.03 9.61 21.02  O264 1.380, C266 1.508, H277 1.090, H278 1.090
266 C -29.55 10.68 21.96  C265 1.508, N267 1.555, H279 1.090, H280 1.090
267 N -29.52 10.20 23.44  C266 1.555, H268 1.010, H269 1.010, C270 1.547
268 H -30.07 9.36 23.37  N267 1.010
269 H -28.61 9.82 23.67  N267 1.010
270 C -29.89 11.24 24.52  N267 1.547, C271 1.512, H281 1.090, H282 1.090
271 C -29.38 10.82 25.88  C270 1.512, O272 1.442, H283 1.090, H284 1.090
272 O -28.15 10.08 25.76  C271 1.442, C273 1.424
273 C -26.95 10.83 25.74  O272 1.424, H285 1.090, H286 1.090, H287 1.090
274 H -27.74 7.31 20.82  C263 1.090
275 H -26.18 7.89 21.08  C263 1.090
276 H -27.09 8.40 19.67  C263 1.090
277 H -29.69 8.75 20.95  C265 1.090
278 H -28.94 10.05 20.03  C265 1.090
279 H -30.50 11.15 21.72  C266 1.090
280 H -28.89 11.54 21.81  C266 1.090
281 H -30.97 11.27 24.39  C270 1.090
282 H -29.41 12.13 24.12  C270 1.090
283 H -30.00 10.09 26.41  C271 1.090
284 H -29.30 11.68 26.55  C271 1.090
285 H -26.92 11.33 24.77  C273 1.090
286 H -26.07 10.21 25.91  C273 1.090
287 H -26.93 11.45 26.64  C273 1.090
288 B -32.01 7.71 23.70  F289 1.360, F290 1.375, F291 1.379, F292 1.335
289 F -31.40 7.64 24.91  B288 1.360
290 F -31.14 7.22 22.76  B288 1.375
291 F -33.09 6.86 23.77  B288 1.379
292 F -32.30 8.98 23.39  B288 1.335
293 B -31.44 10.76 18.59  F294 1.365, F295 1.437, F296 1.388, F297 1.416
294 F -31.01 9.47 18.44  B293 1.365
295 F -30.33 11.61 18.24  B293 1.437
296 F -32.41 10.90 17.61  B293 1.388
297 F -31.94 10.99 19.89  B293 1.416
298 B -29.00 14.56 25.06  F299 1.406, F300 1.410, F301 1.372, F302 1.358
299 F -30.06 13.96 25.77  B298 1.406
300 F -27.78 13.91 25.33  B298 1.410
301 F -29.29 14.54 23.72  B298 1.372
302 F -28.91 15.82 25.56  B298 1.358

## Properties
LUMO level: -6.7 eV
net charge: +4

Mulliken atomic charge list, values in e, 99 entries: number 1, C, carries -1.27; number 2, C, carries -0.24; number 3, C, carries 0.73; number 4, C, carries 0.07; number 5, P, carries 0.66; number 6, C, carries -0.99; number 7, C, carries -0.16; number 8, C, carries -0.40; number 9, C, carries -1.24; number 10, C, carries -1.03; number 11, C, carries 0.66; number 12, C, carries -0.59; number 13, C, carries -1.09; number 14, C, carries -1.21; number 15, C, carries 0.42; number 16, C, carries -0.67; number 17, C, carries -1.21; number 18, H, carries 0.24; number 19, H, carries 0.59; number 20, H, carries -0.19; number 21, H, carries 0.00; number 22, H, carries 0.58; number 23, H, carries 0.56; number 24, H, carries -0.75; number 25, H, carries 0.51; number 26, H, carries -0.13; number 27, H, carries 0.00; number 28, H, carries 0.71; number 29, H, carries 0.57; number 30, H, carries -0.36; number 31, H, carries 0.08; number 32, H, carries 0.46; number 33, H, carries 0.34; number 34, H, carries 0.25; number 35, H, carries 0.39; number 36, H, carries 0.57; number 37, H, carries 0.79; number 38, H, carries 0.04; number 39, H, carries -0.47; number 40, H, carries 0.43; number 41, H, carries -0.06; number 42, H, carries 0.34; number 43, H, carries 0.42; number 44, H, carries 0.15; number 45, H, carries 0.44; number 46, H, carries 0.58; number 47, H, carries 0.26; number 48, H, carries -0.48; number 49, H, carries 0.44; number 50, H, carries 0.36; number 51, H, carries 0.45; number 52, H, carries 0.12; number 53, H, carries 0.39; number 54, C, carries -1.18; number 55, C, carries -0.78; number 56, C, carries -0.46; number 57, C, carries -0.61; number 58, P, carries 1.11; number 59, C, carries -1.05; number 60, C, carries -0.67; number 61, C, carries -0.55; number 62, C, carries -1.27; number 63, C, carries -0.93; number 64, C, carries -0.42; number 65, C, carries -0.74; number 66, C, carries -1.22; number 67, C, carries -1.25; number 68, C, carries -1.00; number 69, C, carries -1.27; number 70, C, carries -0.63; number 71, H, carries 0.30; number 72, H, carries 0.30; number 73, H, carries 0.40; number 74, H, carries 0.37; number 75, H, carries 0.42; number 76, H, carries 0.35; number 77, H, carries -0.11; number 78, H, carries 0.53; number 79, H, carries 0.55; number 80, H, carries 0.38; number 81, H, carries 0.57; number 82, H, carries 0.30; number 83, H, carries 0.33; number 84, H, carries 0.41; number 85, H, carries 0.34; number 86, H, carries 0.32; number 87, H, carries 0.33; number 88, H, carries 0.38; number 89, H, carries 0.47; number 90, H, carries 0.62; number 91, H, carries 0.25; number 92, H, carries 0.23; number 93, H, carries 0.40; number 94, H, carries 0.33; number 95, H, carries 0.32; number 96, H, carries 0.36; number 97, H, carries 0.35; number 98, H, carries 0.75; number 99, H, carries 0.78